[1]
Density functional theory data (ωB97M-V/def2-TZVPD) for 2 unconnected molecules or ions with the total composition C4H7NO3 in a non-equilibrium geometry.

ORCA input file:
```
! wB97M-V def2-TZVPD RIJCOSX def2/J DEFGRID3
* xyz 0 1
C -1.04 1.90 0.26
C -0.88 0.63 -0.54
N -1.46 -0.48 -0.16
O -2.15 -0.73 0.84
O -1.26 -1.53 -1.07
H -1.18 1.52 1.25
H -0.14 2.48 0.26
H -1.89 2.57 -0.09
H -0.45 0.55 -1.48
H -1.80 -2.24 -0.79
C 2.50 -1.18 0.73
C 2.31 -0.50 -0.31
O 1.90 0.00 -1.30
H 2.41 -0.81 1.86
H 3.13 -2.17 0.54
*
```

Its SMILES is C/C=[N+](\[O-])O.C=C=O. As for the energy above the lowest of the compared OMol25 structures with the same formula, charge and spin: 613.5 kJ/mol. The molar mass comes out at 117.10 g mol⁻¹.

=====

[2]
Density functional theory data (ωB97M-V/def2-TZVPD) for a single C4H7NO3 molecule in a non-equilibrium geometry.

ORCA input file:
```
! wB97M-V def2-TZVPD RIJCOSX def2/J DEFGRID3
* xyz 0 1
N 0.49 1.31 -0.19
C 0.32 -0.01 -0.06
C -0.89 -0.74 -0.09
C -2.18 -0.26 0.04
O -3.21 -0.93 0.24
O -2.11 1.10 0.23
C 1.60 -0.80 -0.27
O 2.61 -0.11 0.57
H -0.23 2.07 -0.41
H 1.41 1.58 0.02
H -0.97 -1.80 -0.11
H -2.90 1.65 0.21
H 1.56 -1.86 -0.23
H 2.00 -0.71 -1.29
H 2.50 -0.50 1.37
*
```

Its SMILES is N/C(=C\C(=O)O)CO. As for the energy above the lowest of the compared OMol25 structures with the same formula, charge and spin: 220.9 kJ/mol. The molar mass comes out at 117.10 g mol⁻¹.

=====

[3]
Density functional theory data (ωB97M-V/def2-TZVPD) for a single C4H7NO3 molecule in a non-equilibrium geometry.

ORCA input file:
```
! wB97M-V def2-TZVPD RIJCOSX def2/J DEFGRID3
* xyz 0 1
C 1.16 -1.37 0.54
C 0.69 -0.06 -0.58
C 0.07 0.74 0.39
N -2.14 1.16 -0.48
C -1.12 0.22 -0.17
O 0.33 1.84 1.12
O 2.49 -1.55 0.28
O 1.33 0.00 -1.63
H -0.52 2.14 1.50
H 2.62 -1.34 -0.67
H -3.02 0.68 -0.67
H -1.91 1.70 -1.32
H 0.52 -2.17 0.17
H 1.01 -1.20 1.61
H -1.51 -0.79 -0.10
*
```

As for the energy above the lowest of the compared OMol25 structures with the same formula, charge and spin: 569.8 kJ/mol. The molar mass comes out at 117.10 g mol⁻¹.

=====

[4]
Density functional theory data (ωB97M-V/def2-TZVPD) for a single C4H7NO3 molecule in a non-equilibrium geometry.

ORCA input file:
```
! wB97M-V def2-TZVPD RIJCOSX def2/J DEFGRID3
* xyz 0 1
C 2.84 0.00 0.15
N 1.60 0.26 -0.03
O 0.59 -0.87 -0.21
C -0.43 0.06 -0.51
C -1.67 -0.65 -0.28
O -1.70 -1.97 0.22
C -1.19 0.55 0.62
O -1.74 1.90 0.10
H 3.63 0.83 0.46
H 3.02 -1.15 0.30
H 0.13 0.78 -1.40
H -2.70 -0.29 -0.61
H -0.77 -2.37 0.36
H -0.66 0.54 1.47
H -0.94 2.37 -0.65
*
```

Its SMILES is C=NOC1[C@@H](O)[C@@H]1O. As for the energy above the lowest of the compared OMol25 structures with the same formula, charge and spin: 857.4 kJ/mol. The molar mass comes out at 117.10 g mol⁻¹.